{
  "formula": "C4H11NO",
  "method": "the ωB97M-V functional and the def2-TZVPD basis",
  "species": ["C", "C", "C", "N", "C", "H", "H", "H", "H", "H", "H", "H", "H", "H", "O", "H", "H"],
  "xyz": [[0.347, -1.734, -0.201], [0.562, -0.576, 0.434], [1.653, -0.460, 1.462], [0.082, 0.654, 0.005], [-0.097, 1.813, 0.892], [0.826, -2.579, 0.262], [-0.206, -1.941, -1.108], [2.495, 0.031, 0.979], [2.045, -1.422, 1.745], [1.382, 0.189, 2.287], [-0.770, 0.626, -0.549], [-1.017, 1.754, 1.468], [-0.151, 2.676, 0.232], [0.820, 1.993, 1.452], [-2.807, -0.146, -2.848], [-2.600, 0.192, -3.719], [-2.563, -1.070, -2.793]],
  "atomic_forces_ev_per_a": [[0.145, -0.375, 0.551], [0.351, 0.374, -0.589], [-0.010, 0.300, -0.382], [-1.043, 0.708, -0.095], [0.889, -0.139, -0.874], [0.133, -0.332, -0.194], [-0.266, 0.448, 0.172], [0.112, 0.255, -0.184], [-0.234, -0.334, 0.469], [-0.040, -0.375, 0.415], [0.440, -0.626, -0.261], [0.158, 0.032, 0.507], [-0.287, 0.180, -0.028], [-0.387, -0.128, 0.438], [-0.235, 0.370, 0.559], [0.149, -0.272, -0.186], [0.125, -0.086, -0.318]],
  "smiles": "C=C(C)NC.O",
  "homo_energy_ev": -7.78,
  "orbital_gap_ev": 8.63,
  "lumo_energy_ev": 0.847
}